Density functional theory data (ωB97M-V/def2-TZVPD) for one molecule with the formula ClHNO2P in a non-equilibrium geometry.

Element x y z (Å)
N1 0.07 0.85 -0.01
O1 1.42 1.22 -0.37
O2 -0.62 1.56 0.62
P1 0.15 -0.77 -0.68
Cl1 -1.62 -1.48 0.02
H1 0.60 -1.37 0.43

Output
Kohn-Sham gap (eV): 9.4
E_LUMO (eV): -1.2678
Total charge: 0
Maximum force (Eh/bohr): 0.1472
Energy above the lowest of the compared OMol25 structures with the same formula, charge and spin (eV): 1.826
E_tot (eV): -27408.588

***

Density functional theory data (ωB97M-V/def2-TZVPD) for a 2-piece molecular cluster, ClHNO2P overall in a non-equilibrium geometry.

Element x y z (Å)
N1 -1.46 0.11 0.01
O1 -1.56 0.81 -0.96
O2 -2.22 -0.37 0.79
P1 1.32 -0.62 0.53
Cl1 1.72 1.26 0.22
H1 2.21 -1.18 -0.59

Output
Kohn-Sham gap (alpha / beta) (eV): 8.7 / 7.1
E_LUMO (alpha / beta) (eV): -1.3673 / -1.6170
Total charge: 0
Maximum force (Eh/bohr): 0.0509
Energy above the lowest of the compared OMol25 structures with the same formula, charge and spin (eV): 2.453
E_tot (eV): -27407.961